Entry 1:
ORCA calculation (wB97M-V/def2-TZVPD) on an isolated molecule of C4H10BrNO.

Positions of all 17 atoms, in Å:
C 0.1596 -2.5366 -0.8030
C -0.2300 2.8146 0.0963
C -0.0683 -2.0090 0.5739
C 0.7620 1.5324 0.0673
N -0.5857 -0.2843 0.5754
O 0.2258 0.3761 -0.4172
Br -2.4013 -0.0614 0.0958
H 1.0483 -2.0974 -1.3038
H -0.0221 -3.6639 -0.7986
H -0.6202 -2.0958 -1.3934
H -0.7622 3.1745 -0.7800
H -0.9265 2.5199 0.8776
H 0.5102 3.5462 0.4288
H -0.7221 -2.6242 1.1733
H 0.8033 -1.8519 1.1312
H 1.2401 1.4846 1.0658
H 1.5890 1.7763 -0.5893

The calculation puts the largest force on an atom at 3.24 eV/A. The value obtained for the lowest unoccupied orbital energy is 0.6 eV. The SMILES is CCON(Br)CC. For the HOMO energy, the calculation gives -9.0650 eV.

=====

Entry 2:
ORCA calculation (wB97M-V/def2-TZVPD) on a cluster of 2 separate species, C2H2FNO2 in total.

Positions of all 8 atoms, in Å:
C -0.2048 -0.7635 -0.4634
C 0.0278 0.5605 -0.7009
N -2.8665 0.0153 -1.8480
O -0.9025 -1.6169 -1.1816
O -2.5234 -1.0779 -1.8552
F -0.2655 0.9514 -1.9423
H 0.2349 -1.0721 0.5526
H 0.4915 1.1215 -0.0278

The calculation puts the largest force on an atom at 6.16 eV/A. The value obtained for the lowest unoccupied orbital energy (alpha / beta) is -0.4 / -1.5 eV. For the HOMO energy (alpha / beta), the calculation gives -9.1549 / -8.4088 eV.

=====

Entry 3:
ORCA calculation (wB97M-V/def2-TZVPD) on an isolated molecule of C5H6N2O.

Positions of all 14 atoms, in Å:
C 0.3394 -0.3723 1.5210
C 0.1230 -0.4572 0.0081
C -0.3157 1.3417 -1.0940
C 0.9557 0.4427 -0.7779
C -0.0132 -1.8522 -0.5215
H -0.7459 -0.7230 1.9450
H 0.8343 0.5177 1.7491
H 1.0542 -1.1971 1.7001
H -1.2553 0.6401 0.5283
H -0.6100 1.7483 -2.1786
H -0.5590 2.2563 -0.2194
N -1.2288 0.2172 -0.4590
N -0.6917 -2.8338 -1.0713
O 2.1131 0.2716 -1.1298

The calculation puts the largest force on an atom at 12.28 eV/A. The value obtained for the lowest unoccupied orbital energy is -0.2 eV. The SMILES is C[C@@]1(C#N)NCC1=O. For the HOMO energy, the calculation gives -10.5688 eV.

=====

Entry 4:
ORCA calculation (wB97M-V/def2-TZVPD) on an isolated molecule of C2H4N4.

Positions of all 10 atoms, in Å:
N 1.3730 -0.8352 -0.1088
C 0.1596 -0.1730 0.0287
C -1.1417 -0.6079 0.1308
N -1.9462 0.4789 0.3054
N -1.2336 1.5513 0.3288
N 0.0526 1.1690 0.1545
H 2.1454 -0.2245 -0.3316
H 1.3405 -1.6128 -0.7534
H -1.5263 -1.6166 0.0938
H 0.7766 1.8707 0.1518

The calculation puts the largest force on an atom at 0.30 eV/A. The value obtained for the lowest unoccupied orbital energy is 0.6 eV. The SMILES is Nc1cnn[nH]1. For the HOMO energy, the calculation gives -8.7628 eV.

=====

Entry 5:
ORCA calculation (wB97M-V/def2-TZVPD) on a cluster of 11 separate species, C13H48N14O11 in total.

Positions of all 86 atoms, in Å:
C 2.4582 -2.1205 1.0918
C 3.5092 -3.1724 1.1828
O 3.0169 -4.4211 1.7158
H 2.9222 -1.2875 0.5324
H 2.2302 -1.8911 2.0722
H 1.4724 -2.5138 0.7807
H 4.2935 -2.8900 1.9408
H 4.1371 -3.2830 0.2630
H 3.2024 -4.4695 2.6425
C 2.8412 -2.6293 -2.1888
C 1.3137 -2.5850 -2.4546
O 1.1735 -1.3288 -3.1306
H 2.9747 -3.6125 -1.7537
H 3.2487 -2.0094 -1.4733
H 3.4164 -2.6199 -3.1258
H 0.6567 -2.6028 -1.5854
H 0.9916 -3.4543 -3.0253
H 0.4900 -0.8192 -2.6897
C -2.7372 -4.2165 0.7586
O -3.9147 -5.0179 0.5960
N -2.5354 -2.9993 0.3369
N -1.7442 -4.5497 1.5395
H -3.3162 -2.3629 -0.0241
H -1.5773 -2.5904 0.3435
H -1.9973 -5.4165 1.9816
H -1.0585 -3.9381 2.0019
C -2.7021 3.3710 0.6682
O -3.8108 3.8438 1.2857
N -1.7416 4.1535 0.3230
N -2.5000 2.1838 0.1605
H -1.9016 5.1296 0.6527
H -0.7546 3.9218 0.2255
H -3.0638 1.3756 0.5725
H -1.8524 1.9110 -0.6370
C 2.1770 4.0184 -0.3208
O 1.0110 3.5924 -0.6019
N 2.9385 4.7152 -1.0546
N 2.7192 3.6106 0.7248
H 2.8691 4.6838 -2.0172
H 3.9627 4.8394 -0.8367
H 2.1415 3.3318 1.5662
H 3.7177 3.7247 0.8705
C -3.6453 -0.7798 2.5727
O -3.6451 -0.0196 1.3567
N -4.2921 -0.4229 3.6169
N -3.0131 -1.9238 2.6465
H -4.9294 0.3834 3.3745
H -4.5926 -0.8232 4.5437
H -2.7351 -2.3200 1.6546
H -3.2781 -2.5758 3.3751
C 1.6111 1.1377 3.4577
O 2.2361 2.3300 3.0746
N 0.3584 0.8070 3.2604
N 2.2036 0.1440 4.1393
H -0.1746 1.5523 2.8624
H -0.1888 -0.1431 3.5352
H 3.2292 0.3876 3.9121
H 1.8457 -0.8233 3.9602
C -3.4167 -0.6838 -2.1565
O -4.0506 -1.4530 -1.2092
N -3.6159 0.5731 -2.1289
N -2.3315 -1.0316 -2.8701
H -4.2604 0.8183 -1.4567
H -3.4668 1.2389 -2.8738
H -2.3566 -2.0029 -3.0632
H -1.9368 -0.3991 -3.5435
C -0.2231 -0.0042 -0.0461
O -0.6180 -1.1815 0.4297
N 0.3484 0.9573 0.6110
N -0.4454 0.2113 -1.3477
H 0.5918 0.6581 1.5658
H 0.6059 1.8231 0.1230
H -1.1979 -0.3374 -1.9231
H -0.1246 1.0288 -1.7895
C -0.8948 3.1030 -3.0666
O 0.2517 2.2509 -3.1054
H -0.6359 4.0572 -2.5970
H -1.7409 2.5881 -2.6028
H -1.1309 3.4820 -4.0716
H 0.3829 1.9535 -3.9653
C 3.0782 0.8402 -1.7057
O 4.4119 0.9855 -1.2225
H 3.2082 0.2761 -2.5553
H 2.5939 1.7765 -1.9360
H 2.4342 0.1869 -1.1250
H 4.8723 1.7694 -1.6206

The calculation puts the largest force on an atom at 8.02 eV/A. The value obtained for the lowest unoccupied orbital energy is -0.1 eV. The SMILES is NC(N)=O.NC(N)=O.NC(N)=O.NC(N)=O.NC(N)=O.NC(N)=O.NC(N)=O.CCO.CCO.CO.CO. For the HOMO energy, the calculation gives -8.3526 eV.

=====

Entry 6:
ORCA calculation (wB97M-V/def2-TZVPD) on an isolated molecule of C11H21N5O5.

Positions of all 42 atoms, in Å:
C 0.0424 0.7646 0.6288
C 0.2522 -0.1732 1.7642
C 1.2462 1.8089 0.5213
C 0.9688 2.9721 -0.5585
C 2.2211 3.5885 -1.3992
C 4.4719 3.3138 -2.1111
C -1.6657 -1.7525 1.2331
C -2.9852 -1.7544 1.9342
C -1.1430 -3.1032 0.9289
C -2.2235 -3.6875 -0.0551
C -2.0631 -3.0209 -1.2681
H -1.6352 1.5072 -0.6825
H -1.6578 2.2340 0.7956
H 0.3292 0.0897 -0.2288
H 1.7392 2.5102 1.2803
H 2.0845 1.2557 0.0585
H 0.3006 2.4702 -1.2948
H 0.0451 3.5071 -0.1337
H 1.8479 4.1192 -2.1817
H 2.7647 4.3010 -0.6280
H 2.8225 1.9860 -2.3032
H 4.1667 5.1797 -1.4651
H 5.3459 1.4111 -2.5549
H 6.3187 2.8043 -2.8436
H 0.0586 -1.9048 2.6659
H -1.6739 -0.9154 0.4166
H -0.1562 -2.7954 0.1696
H -0.9804 -3.6632 1.8160
H -3.3054 -3.7549 0.5337
H -1.8987 -4.7791 -0.2577
H -2.8211 -3.1942 -2.8734
H -3.0482 -0.0616 1.5171
N -1.6083 1.2402 0.3555
N 3.2172 2.5816 -1.6385
N 4.7561 4.4516 -1.7994
N 5.3930 2.4615 -2.8074
N -0.6928 -1.0666 2.1110
O 1.1722 -0.0878 2.5914
O -3.6251 -2.7182 2.2779
O -1.0802 -2.3938 -1.6791
O -3.1248 -3.4604 -2.0369
O -3.6965 -0.5550 1.9637

The calculation puts the largest force on an atom at 7.49 eV/A. The value obtained for the lowest unoccupied orbital energy is 0.2 eV. The SMILES is [H]/N=C(/N)NCCC[C@H](N)C(=O)N[C@@H](CCC(=O)O)C(=O)O. For the HOMO energy, the calculation gives -9.7162 eV.